No. 1
The following is a DFT calculation (ωB97M-V/def2-TZVPD) of a structure of composition C11H16AlF9O11S3 at a distorted geometry.

The geometry in XYZ format:
```
51
Properties=species:S:1:pos:R:3:forces:R:3:mulliken_charge:R:1
C 18.3256 -8.7397 -22.9210 0.474 -0.370 -0.449 -0.38
H 18.6753 -7.6666 -25.9495 -1.051 -0.583 -0.062 0.06
O 15.7772 -8.7146 -27.4574 0.286 -0.534 -0.941 -0.50
F 14.3527 -15.6400 -25.6857 -0.165 -0.241 -1.167 -0.19
H 14.3277 -4.2330 -23.5226 -0.266 -0.422 0.557 0.33
O 16.2484 -10.1352 -29.4567 0.315 2.916 1.075 -0.40
H 19.5901 -9.1130 -25.4461 0.760 0.545 -0.689 0.47
O 15.6148 -12.9341 -25.8567 -0.573 -0.767 -0.860 -0.38
F 11.0965 -12.2247 -27.2980 0.902 0.147 -0.486 -0.21
H 18.2678 -9.7322 -22.4741 -0.129 0.163 0.340 0.36
H 14.6597 -4.9335 -25.7127 -0.273 -0.445 0.040 0.36
O 17.9403 -8.5664 -28.5650 -0.646 0.090 -0.499 -0.61
H 19.2003 -6.4666 -23.8522 -0.434 0.367 -0.813 0.16
S 15.9617 -13.9011 -26.9230 1.507 0.561 0.845 1.06
C 15.0432 -5.0488 -23.6263 -0.264 -0.307 0.479 -0.58
O 15.3338 -7.2621 -24.5065 -0.264 -0.540 -0.005 -0.34
H 13.4736 -6.4978 -23.7825 -0.063 -0.220 -1.003 0.34
F 16.7095 -6.9734 -30.5654 -0.208 0.878 -0.079 -0.23
S 13.2817 -11.1422 -28.5840 2.394 1.561 0.463 1.03
F 15.3887 -6.4650 -28.8774 -0.127 1.835 0.710 -0.19
C 15.7674 -7.3612 -29.7153 2.029 -3.162 0.249 0.66
O 14.2615 -11.8848 -29.4890 -2.088 0.883 1.719 -0.36
O 13.9089 -11.1141 -27.2172 -1.566 -0.433 -1.770 -0.39
O 15.9619 -13.2720 -28.2548 -0.287 -0.639 0.094 -0.41
H 20.7441 -6.9068 -24.4662 0.024 -0.678 -0.350 0.45
H 19.8717 -7.5544 -21.9559 0.314 -0.198 -0.056 0.36
F 10.7012 -11.6009 -29.3320 0.934 0.495 0.638 -0.20
C 19.7794 -7.3284 -24.1839 -0.804 -0.550 2.176 -0.44
O 17.2648 -14.5167 -26.6116 -2.253 0.151 -0.714 -0.51
C 14.5465 -6.4717 -23.5922 -1.508 -0.139 1.381 -0.63
C 19.7440 -8.1569 -22.8552 -0.167 -0.064 -0.992 -0.70
H 15.8406 -4.9634 -22.8881 0.217 0.394 -0.195 0.27
F 11.8076 -13.3740 -29.0276 0.552 0.338 0.687 -0.20
H 17.0974 -6.2648 -24.5619 0.618 -0.324 -0.604 -0.34
O 12.9036 -9.7986 -29.0466 0.366 -2.522 0.428 -0.47
Al 15.4776 -10.1805 -24.9203 0.218 0.443 -0.720 1.05
C 15.4859 -5.0716 -25.0152 1.771 2.184 -2.584 -0.85
H 16.4393 -6.5456 -26.2716 -0.161 -0.806 0.378 -0.05
H 20.4576 -8.9734 -22.9657 0.150 0.028 0.534 0.29
F 13.3910 -14.6789 -27.4381 1.276 -0.846 0.740 -0.17
C 11.6342 -12.1498 -28.5209 -1.252 -0.496 -1.033 0.57
F 14.8986 -16.2689 -27.7855 -0.723 1.220 1.499 -0.19
C 14.5213 -15.2531 -26.9539 1.140 0.993 -0.695 0.56
C 16.2322 -6.3566 -25.2184 -1.054 0.920 1.565 0.55
F 14.7549 -7.8447 -30.3480 -1.523 -0.142 -1.203 -0.20
H 17.5657 -8.0734 -22.5128 -0.045 0.071 0.106 0.18
S 16.5228 -8.8139 -28.7423 -0.171 -2.132 1.163 0.99
H 14.5278 -6.8029 -22.5539 0.863 -0.815 0.005 0.36
O 18.0627 -8.9614 -24.3244 -2.112 0.217 0.952 -0.27
H 16.1324 -4.2280 -25.2571 0.274 0.168 -0.018 0.40
C 18.9801 -8.2784 -25.1004 2.792 0.805 -0.833 -0.44
```
Forces are in eV/Å.

As for the electronic energy: -3591.82306 Eh. The spin multiplicity is 1. The calculation puts the largest force on an atom at 3.8 eV Å⁻¹.


No. 2
The following is a DFT calculation (ωB97M-V/def2-TZVPD) of the molecule C11H15NO4S.

The geometry in XYZ format:
```
32
Properties=species:S:1:pos:R:3:forces:R:3:mulliken_charge:R:1
H 1.2074 1.0667 -0.2934 -0.086 0.026 -0.020 -0.09
C -3.3456 0.8385 -0.7066 -0.012 -0.027 0.112 -0.44
H -4.3810 1.1751 -0.7687 0.054 0.066 -0.040 0.38
O -1.4199 2.1889 -0.9127 0.424 -0.012 -0.520 -0.43
C 0.2826 -0.7047 1.5475 0.097 0.011 0.107 -0.53
O -2.7321 2.5825 0.8444 -0.128 0.024 0.243 -0.58
H 3.3466 0.6987 0.9811 0.133 0.230 -0.053 0.34
C -2.5024 1.9629 -0.1572 -0.111 0.155 -0.015 0.51
C 0.1168 -1.8989 -0.5351 -0.077 -0.077 -0.148 -0.76
N 3.3193 -0.7308 -0.4516 -0.195 -0.821 0.494 -0.23
H 2.1402 1.4155 -1.7509 -0.039 0.037 -0.126 0.31
O 2.8329 -3.1083 0.0238 -0.243 0.099 -0.216 -0.70
H 0.8945 -0.3937 2.3793 0.010 0.065 0.145 0.49
H 0.5973 -2.5053 -1.2868 -0.025 -0.107 -0.143 0.45
C -3.2551 -0.3701 0.2433 0.070 0.126 -0.110 -1.25
H -1.8149 -1.9120 -1.4509 -0.064 -0.056 -0.104 0.44
H -3.8598 -1.1824 -0.1621 -0.029 0.015 0.054 0.42
C 0.8588 -1.4537 0.5411 0.611 -0.159 0.216 0.08
H -2.9797 0.5748 -1.6980 -0.086 -0.019 0.002 0.35
C -1.8216 -0.7991 0.3794 -0.045 -0.108 0.135 0.52
S 2.6141 -1.8130 0.5935 0.228 0.075 -0.496 1.26
O 3.1042 -1.5157 1.9050 -0.230 0.278 0.008 -0.67
H 3.1483 -0.9461 -1.4199 -0.058 -0.219 -0.168 0.28
C -1.2245 -1.5698 -0.6136 0.150 0.024 0.070 -0.53
H 4.2695 1.1044 -0.4770 -0.066 -0.071 0.155 0.31
H 2.2379 2.5032 -0.3646 -0.020 0.155 -0.006 0.40
H -3.6553 -0.0827 1.2161 -0.041 -0.051 -0.026 0.36
H -0.8820 2.9041 -0.5366 -0.258 -0.081 0.187 0.33
C -1.0601 -0.3772 1.4641 0.004 -0.052 -0.084 -0.26
C 2.1502 1.4618 -0.6636 0.180 -0.158 0.107 -0.51
C 3.3334 0.6701 -0.1098 -0.094 0.573 0.157 -0.64
H -1.5200 0.2164 2.2403 -0.053 0.058 0.082 0.39
```
Forces are in eV/Å.

As for the electronic energy: -1182.08340 Eh. As for the SMILES: CCNS(=O)(=O)c1ccc(CCC(=O)O)cc1. The spin multiplicity is 1. The calculation puts the largest force on an atom at 1.0 eV Å⁻¹.